Entry 1:
# C3H7N2O2

A 2-piece molecular cluster, C3H7N2O2 overall in a non-equilibrium geometry (ωB97M-V/def2-TZVPD, the OMol25 dataset).

The calculation puts the maximum force at 5.192 eV/Å. As for the energy above the lowest of the compared OMol25 structures with the same formula, charge and spin: 230.41 kJ/mol. The HOMO-LUMO gap comes out at 0.293 Ha. As for the total charge: -1. Its LUMO energy is 4.25 eV.

XYZ file:
```
14
Properties=species:S:1:pos:R:3:forces:R:3:nbo_charge:R:1
O 1.383874 0.189422 0.344778 3.22 0.30 -0.22 -0.718
C 0.287717 -0.245369 0.141187 -5.16 -0.51 0.23 0.624
N -0.784757 0.121103 0.904136 2.56 -0.73 0.02 -0.858
C -0.741079 1.959919 1.756157 2.89 -1.44 -0.76 0.274
O -1.594766 2.565031 1.146278 -1.18 1.38 0.02 -0.711
C -0.070643 -1.189769 -1.142312 3.56 1.56 0.64 -0.326
N 1.203152 -1.360549 -1.991021 -3.05 0.42 -0.76 -0.856
H -1.642099 -0.244530 0.583692 -1.25 -0.40 -0.52 0.322
H 0.358247 1.895122 1.501727 -0.67 0.75 -0.60 0.106
H -0.700068 1.661417 2.799609 -1.34 -0.26 0.92 0.073
H -0.859449 -0.681974 -1.663144 -0.18 0.20 -0.62 0.189
H -0.419979 -2.151057 -0.834625 -0.12 -0.66 0.25 0.183
H 1.769915 -0.540526 -1.990903 -0.21 1.16 0.20 0.360
H 1.809933 -1.978240 -1.555559 0.94 -1.76 1.21 0.337
```
Positions in Å, forces in eV/Å.


Entry 2:
# C9H14N2NiPS

C9H14N2NiPS as an isolated structure in a non-equilibrium geometry (ωB97M-V/def2-TZVPD, the OMol25 dataset).

The calculation puts the maximum force at 2.180 eV/Å. As for the energy above the lowest of the compared OMol25 structures with the same formula, charge and spin: 126.51 kJ/mol. The HOMO-LUMO gap (alpha / beta) comes out at 0.156 / 0.179 Ha. As for the total charge: -1. Its LUMO energy (alpha / beta) is 2.85 / 2.61 eV. Its spin multiplicity is 3.

XYZ file:
```
28
Properties=species:S:1:pos:R:3:forces:R:3:lowdin_spin:R:1
C -0.143039 -1.673261 -1.760911 -1.69 -0.26 -0.32 0.001
C -0.491531 -1.263594 -3.091310 -0.42 0.87 1.71 0.000
C -1.889378 -0.982897 -3.089198 0.23 -1.39 -0.60 0.001
C -2.465381 -1.540961 -1.916743 1.16 0.77 0.68 0.000
C -1.379156 -1.880153 -1.049596 0.46 0.26 -1.10 0.002
Ni 0.428551 0.802039 1.202015 -0.04 0.06 -0.29 1.081
P 2.357170 -0.080550 0.954896 0.81 0.02 -0.84 0.047
H 0.843861 -1.760784 -1.328212 0.13 -0.34 -0.16 0.000
H 0.208401 -1.140001 -3.895024 0.17 0.41 -0.29 0.000
H -2.430405 -0.519367 -3.913574 0.00 -0.35 0.02 0.000
H -1.439006 -2.213287 -0.026537 -0.15 -0.09 0.18 0.000
H -3.523842 -1.598771 -1.664987 0.25 0.19 -0.03 0.000
H 2.656011 1.274766 0.625278 0.31 -0.11 -0.14 0.023
H 2.772666 -0.603862 -0.314774 0.06 -0.07 0.59 0.016
H 3.557443 -0.267851 1.716966 -0.50 -0.01 -0.25 0.000
C -1.781098 4.168281 1.774851 0.05 -0.14 0.15 0.022
N -0.963037 3.424131 2.708143 -0.80 1.48 0.41 0.128
C -0.177221 3.995577 3.697210 0.52 -0.77 0.11 0.030
C 0.528132 2.984490 4.273294 -0.20 0.91 -0.33 0.020
N 0.171466 1.817425 3.639101 0.16 -1.11 1.87 0.148
C -0.697208 2.080251 2.581555 1.09 0.20 -1.37 0.257
S -1.675019 1.049727 1.605738 -1.20 -0.92 0.29 0.197
H -1.356043 4.103514 0.764902 -0.08 -0.04 0.03 0.012
H -2.803338 3.773546 1.760483 0.25 0.06 -0.10 0.003
H -1.810293 5.217158 2.083242 0.05 -0.17 0.02 0.000
H -0.206031 5.049967 3.915336 0.01 -0.09 0.02 0.004
H 1.253545 3.008714 5.063599 -0.01 0.02 0.10 0.003
H 0.661844 0.937108 3.800239 -0.65 0.62 -0.33 0.004
```
Positions in Å, forces in eV/Å.


Entry 3:
# C6H13N

One molecule with the formula C6H13N in a non-equilibrium geometry (ωB97M-V/def2-TZVPD, the OMol25 dataset).

The calculation puts the maximum force at 1.275 eV/Å. As for the energy above the lowest of the compared OMol25 structures with the same formula, charge and spin: 98.96 kJ/mol. Its SMILES is CC/C=C/NCC. The HOMO-LUMO gap comes out at 0.348 Ha. As for the total charge: 0. Its LUMO energy is 1.21 eV.

XYZ file:
```
20
Properties=species:S:1:pos:R:3:forces:R:3:nbo_charge:R:1
C 2.135016 1.725053 -0.240154 -0.12 -0.06 0.16 -0.611
C 0.968110 1.726529 -1.250301 0.79 -0.54 -0.77 -0.443
C -0.173412 0.793398 -0.926045 0.36 0.85 -0.17 -0.229
C -0.699362 0.654355 0.276946 -0.66 -0.99 0.46 -0.016
N -1.791079 -0.196401 0.579049 -0.23 -0.07 0.12 -0.652
C -1.491969 -1.488837 1.221072 0.21 1.01 -0.17 -0.212
C -0.562935 -2.408922 0.434254 0.02 -0.38 -0.28 -0.644
H 3.078686 1.509774 -0.738551 0.05 0.14 -0.05 0.210
H 2.009665 0.940149 0.506576 -0.08 0.03 0.00 0.209
H 2.245351 2.667701 0.293273 -0.04 0.04 0.00 0.207
H 0.688134 2.743960 -1.524010 -0.43 0.09 0.41 0.214
H 1.378234 1.375958 -2.205701 -0.02 -0.12 0.10 0.203
H -0.550169 0.186660 -1.738874 -0.26 0.07 -0.08 0.199
H -0.289552 1.116280 1.169771 0.22 0.23 -0.09 0.179
H -2.548427 -0.233256 -0.088852 0.45 -0.04 -0.23 0.371
H -2.463987 -1.946461 1.387128 0.09 -0.21 0.29 0.198
H -1.031948 -1.231627 2.178013 -0.12 -0.21 0.16 0.183
H 0.166846 -2.922013 1.059864 -0.31 -0.28 0.27 0.211
H -1.145566 -3.144121 -0.136320 0.29 0.09 0.08 0.204
H 0.078365 -1.868170 -0.257132 -0.21 0.32 -0.20 0.219
```
Positions in Å, forces in eV/Å.


Entry 4:
# C4H9NO2

A 2-piece molecular cluster, C4H9NO2 overall (ωB97M-V/def2-TZVPD, the OMol25 dataset).

The calculation puts the maximum force at 0.490 eV/Å. As for the energy above the lowest of the compared OMol25 structures with the same formula, charge and spin: 145.72 kJ/mol. Its SMILES is C[C@@H]1CNC(=O)O1.[H][H]. The HOMO-LUMO gap comes out at 0.405 Ha. As for the total charge: 0. Its LUMO energy is 0.87 eV.

XYZ file:
```
16
Properties=species:S:1:pos:R:3:forces:R:3:nbo_charge:R:1
C -0.056543 -2.077224 -0.262180 0.02 -0.03 0.02 -0.626
C -0.110399 -0.569173 -0.324331 0.15 -0.08 -0.13 0.082
C 1.235726 0.147933 -0.307881 0.10 -0.14 -0.11 -0.244
N 0.914919 1.400291 0.354200 -0.07 0.03 0.10 -0.669
C -0.182204 1.160760 1.186336 -0.17 0.26 0.19 0.889
O -0.615514 1.869052 2.049754 0.14 -0.26 -0.39 -0.575
O -0.719538 -0.058875 0.877715 0.08 0.03 0.21 -0.509
H 0.564473 -2.465895 -1.076057 -0.09 0.06 0.08 0.217
H -1.055295 -2.512270 -0.354810 0.14 0.07 0.05 0.226
H 0.376923 -2.388902 0.692353 -0.03 0.00 -0.13 0.222
H -0.703784 -0.235142 -1.189671 0.03 -0.01 0.21 0.177
H 1.934927 -0.402914 0.332837 0.00 -0.03 -0.18 0.193
H 1.693722 0.286832 -1.287517 -0.14 0.02 0.05 0.214
H 0.854476 2.247271 -0.195955 0.12 -0.07 0.24 0.407
H -2.130462 1.433993 -0.235879 -0.16 0.13 -0.12 -0.001
H -2.001425 2.164264 -0.258913 -0.13 0.03 -0.12 -0.001
```
Positions in Å, forces in eV/Å.


| no. | energy (eV) |
| --- | --- |
| 1 | -10299.2470 |
| 2 | -73703.0715 |
| 3 | -7921.8074 |
| 4 | -9878.5503 |